1.
{
  "formula": "C28H21BF2N6O5PbSe",
  "method": "wB97M-V/def2-TZVPD",
  "relative_energy_ev": 2.773,
  "homo_lumo_gap_ev": [4.436, 4.451],
  "multiplicity": 1,
  "e_lumo_ha": [0.0947, 0.0953],
  "energy_ha": -4603.3378,
  "charge": -2,
  "symbols": ["Pb", "O", "C", "C", "C", "C", "C", "C", "C", "O", "N", "N", "C", "C", "C", "C", "C", "C", "C", "O", "H", "H", "H", "H", "H", "H", "H", "H", "H", "H", "C", "C", "O", "C", "C", "C", "C", "C", "C", "O", "H", "H", "H", "H", "H", "H", "H", "F", "B", "F", "Se", "N", "C", "C", "C", "C", "N", "C", "N", "H", "H", "H", "N", "C", "H"],
  "positions_angstrom": [[-0.039, 0.746, 0.060], [-5.125, -1.138, 2.401], [-4.344, -1.136, 3.487], [-4.854, -1.669, 4.675], [-4.088, -1.691, 5.826], [-2.794, -1.179, 5.819], [-2.288, -0.650, 4.642], [-3.034, -0.616, 3.469], [-2.404, -0.028, 2.235], [-1.224, 0.404, 2.312], [-3.195, -0.037, 1.176], [-2.639, 0.540, 0.039], [-3.428, 0.548, -0.970], [-3.155, 1.056, -2.300], [-4.083, 0.734, -3.296], [-3.941, 1.135, -4.610], [-2.817, 1.906, -4.942], [-1.892, 2.258, -3.992], [-2.007, 1.864, -2.617], [-1.158, 2.235, -1.752], [-4.550, -0.713, 1.668], [-5.863, -2.064, 4.661], [-4.503, -2.111, 6.736], [-2.191, -1.193, 6.718], [-1.287, -0.238, 4.594], [-4.418, 0.099, -0.833], [-4.943, 0.133, -3.011], [-4.672, 0.858, -5.360], [-2.673, 2.229, -5.970], [-1.021, 2.851, -4.250], [0.862, -0.544, -4.703], [1.332, -0.344, -3.266], [0.475, -0.023, -2.456], [2.748, -0.540, -2.943], [3.651, -0.832, -3.981], [4.999, -1.012, -3.780], [5.494, -0.894, -2.467], [4.658, -0.623, -1.423], [3.234, -0.444, -1.584], [2.523, -0.205, -0.570], [-0.208, -0.351, -4.723], [1.064, -1.561, -5.045], [1.364, 0.147, -5.384], [3.269, -0.913, -4.991], [5.661, -1.230, -4.609], [6.557, -1.019, -2.280], [5.035, -0.530, -0.410], [-0.759, -2.392, -1.072], [-0.399, -1.667, 0.001], [-0.238, -2.469, 1.086], [6.191, 1.967, 2.655], [5.303, 0.841, 3.631], [4.055, 0.357, 3.378], [3.630, -0.652, 4.271], [2.401, -1.235, 4.138], [1.578, -0.785, 3.095], [1.924, 0.167, 2.253], [3.125, 0.746, 2.365], [3.411, 1.787, 1.554], [4.327, -0.936, 5.049], [2.058, -2.013, 4.805], [0.590, -1.202, 2.936], [3.019, 2.743, -0.620], [3.092, 2.170, 0.439], [2.154, 2.738, -1.149]],
  "forces_ev_per_a": [[-0.0028, 0.0307, 0.0178], [-0.0006, -0.0093, 0.0085], [-0.0063, -0.0026, -0.0055], [0.0006, -0.0035, 0.0038], [-0.0001, 0.0037, 0.0010], [-0.0032, -0.0026, -0.0004], [0.0031, 0.0064, -0.0007], [0.0084, 0.0029, 0.0005], [-0.0018, 0.0066, 0.0344], [0.0155, -0.0298, -0.0200], [0.0011, 0.0238, -0.0193], [-0.0198, -0.0387, 0.0182], [0.0056, -0.0170, 0.0058], [0.0078, -0.0032, -0.0144], [0.0028, -0.0035, 0.0063], [0.0084, 0.0081, -0.0030], [-0.0085, -0.0084, -0.0018], [0.0099, -0.0040, 0.0144], [-0.0380, 0.0209, -0.0146], [0.0159, -0.0017, -0.0056], [-0.0098, 0.0132, -0.0049], [0.0004, -0.0005, -0.0006], [0.0000, 0.0009, -0.0001], [0.0006, -0.0003, -0.0006], [-0.0007, -0.0001, -0.0002], [-0.0007, 0.0008, 0.0031], [0.0001, 0.0007, -0.0001], [0.0012, 0.0004, -0.0013], [-0.0011, 0.0010, -0.0003], [0.0001, 0.0006, -0.0016], [-0.0018, -0.0032, -0.0004], [-0.0241, -0.0096, -0.0095], [0.0615, 0.0087, -0.0144], [0.0033, -0.0300, 0.0087], [-0.0003, -0.0028, -0.0020], [0.0034, 0.0053, 0.0052], [0.0019, -0.0110, -0.0038], [-0.0171, -0.0406, 0.0129], [0.0252, 0.1064, -0.0245], [-0.0285, -0.0800, 0.0010], [-0.0012, 0.0001, -0.0011], [0.0036, 0.0014, -0.0007], [-0.0011, 0.0012, -0.0012], [-0.0005, -0.0009, 0.0004], [-0.0003, 0.0004, -0.0005], [0.0006, 0.0056, 0.0007], [0.0057, 0.0020, -0.0027], [0.0066, -0.0044, -0.0067], [-0.0472, -0.0085, -0.0027], [0.0205, -0.0033, 0.0033], [-0.0012, 0.0041, 0.0033], [0.0025, -0.0049, -0.0075], [-0.0003, -0.0050, -0.0148], [0.0006, 0.0000, 0.0091], [-0.0041, -0.0164, -0.0071], [-0.0032, 0.0131, -0.0181], [-0.0192, 0.0553, 0.0639], [0.0524, -0.0608, -0.0566], [-0.0270, 0.0617, 0.0612], [0.0009, -0.0005, -0.0011], [0.0007, -0.0018, -0.0022], [-0.0136, 0.0086, 0.0115], [0.0274, 0.0392, -0.0013], [-0.0097, -0.0201, -0.0317], [-0.0042, -0.0046, 0.0110]],
  "lowdin_charge": [1.3606, 0.0144, -0.2921, -0.0424, -0.1258, -0.1218, -0.0383, -0.0640, -0.4874, -0.1850, 0.0154, -0.0550, -0.0971, -0.1494, -0.0918, -0.1548, -0.1437, -0.0482, -0.4258, -0.2296, 0.0584, 0.1015, 0.0858, 0.0830, 0.1039, 0.1159, 0.0942, 0.0704, 0.0820, 0.0985, -0.0216, -0.3740, -0.0604, -0.0914, -0.0827, -0.1460, -0.1294, -0.0306, -0.3828, -0.1694, 0.0739, 0.0775, 0.0757, 0.0877, 0.0731, 0.0866, 0.0970, 0.1160, -0.6769, 0.0917, 0.6000, -0.4619, -0.3643, -0.0273, -0.0529, -0.0955, 0.1185, -0.2739, 0.1393, 0.1066, 0.0976, 0.0946, 0.2073, -0.3083, 0.0746]
}

2.
{
  "formula": "C28H21BF2N6O5PbSe",
  "method": "wB97M-V/def2-TZVPD",
  "relative_energy_ev": 0.519,
  "homo_lumo_gap_ev": 5.891,
  "multiplicity": 1,
  "e_lumo_ha": 0.1351,
  "energy_ha": -4603.4207,
  "charge": -2,
  "symbols": ["Pb", "O", "C", "C", "C", "C", "C", "C", "C", "O", "N", "N", "C", "C", "C", "C", "C", "C", "C", "O", "H", "H", "H", "H", "H", "H", "H", "H", "H", "H", "C", "C", "O", "C", "C", "C", "C", "C", "C", "O", "H", "H", "H", "H", "H", "H", "H", "F", "B", "F", "Se", "N", "C", "C", "C", "C", "N", "C", "N", "H", "H", "H", "N", "C", "H"],
  "positions_angstrom": [[-0.668, 0.470, -0.168], [2.492, -4.201, -3.458], [1.682, -4.700, -2.621], [1.452, -6.125, -2.590], [0.614, -6.720, -1.688], [-0.106, -5.958, -0.743], [0.042, -4.595, -0.769], [0.907, -3.936, -1.671], [0.855, -2.468, -1.590], [-0.136, -1.928, -1.113], [1.996, -0.320, -2.302], [0.803, 0.420, -2.277], [0.641, 1.108, -3.345], [-0.369, 2.105, -3.668], [-0.155, 2.777, -4.889], [-0.990, 3.760, -5.360], [-2.111, 4.099, -4.580], [-2.361, 3.465, -3.393], [-1.514, 2.435, -2.876], [-1.824, 1.871, -1.767], [3.321, -3.029, -2.309], [1.999, -6.709, -3.321], [0.501, -7.801, -1.702], [-0.754, -6.434, -0.019], [-0.513, -3.974, -0.075], [1.393, 0.953, -4.123], [0.719, 2.498, -5.469], [-0.788, 4.258, -6.299], [-2.785, 4.879, -4.918], [-3.212, 3.730, -2.778], [-4.269, -1.361, 2.864], [-2.907, -0.783, 2.496], [-2.788, -0.362, 1.351], [-1.860, -0.750, 3.521], [-2.253, -0.888, 4.870], [-1.368, -0.847, 5.918], [0.001, -0.677, 5.624], [0.432, -0.560, 4.334], [-0.463, -0.596, 3.205], [0.028, -0.523, 2.035], [-4.799, -1.562, 1.937], [-4.842, -0.627, 3.437], [-4.187, -2.271, 3.458], [-3.307, -0.998, 5.096], [-1.714, -0.933, 6.940], [0.723, -0.635, 6.434], [1.481, -0.423, 4.097], [-1.402, 4.946, -0.408], [-1.405, 4.099, 0.651], [-2.632, 3.901, 1.191], [0.585, 6.092, 2.986], [1.974, 5.046, 2.710], [2.022, 3.901, 2.021], [3.312, 3.307, 1.981], [3.555, 2.147, 1.311], [2.463, 1.549, 0.646], [1.255, 2.039, 0.620], [0.941, 3.230, 1.286], [-0.256, 3.661, 1.255], [4.096, 3.826, 2.519], [4.531, 1.681, 1.288], [2.607, 0.605, 0.122], [3.282, -2.127, -1.812], [2.038, -1.556, -1.964], [3.992, -1.485, -2.139]],
  "forces_ev_per_a": [[-0.1738, 0.1274, 0.1681], [-0.0183, 0.0252, 0.1838], [0.0149, 0.0821, -0.1048], [-0.0044, -0.0149, 0.1111], [0.0105, 0.0781, -0.0313], [0.0956, -0.0006, -0.0788], [-0.0351, 0.0166, -0.0717], [-0.0162, 0.1437, -0.0088], [0.2682, -0.3169, -0.0684], [-0.1374, 0.3446, 0.1294], [-0.1348, 0.1351, 0.0323], [0.0237, -0.3334, 0.0571], [-0.0449, 0.2621, -0.0794], [0.0711, -0.1286, -0.0878], [0.0254, -0.0696, 0.0542], [-0.1192, 0.0136, 0.0894], [0.1079, -0.0218, -0.0753], [0.0254, -0.0641, 0.0499], [-0.0356, 0.0483, -0.0070], [0.2601, -0.0277, -0.0328], [-0.0287, 0.0886, 0.0408], [0.0049, 0.0043, 0.0168], [-0.0047, 0.0088, -0.0062], [0.0037, 0.0019, -0.0093], [0.0270, -0.0219, -0.0071], [0.0124, 0.0695, -0.0337], [-0.0038, -0.0050, 0.0021], [-0.0067, 0.0045, 0.0103], [-0.0106, 0.0086, 0.0010], [0.0064, 0.0097, -0.0109], [-0.0307, 0.0189, 0.0272], [0.0680, 0.0340, 0.0730], [0.1121, -0.0450, 0.0310], [-0.0968, -0.0761, 0.0121], [0.0064, 0.0326, -0.0264], [0.1283, 0.0076, -0.0469], [-0.0956, -0.0087, -0.0052], [-0.0563, -0.0033, -0.0079], [0.1257, 0.0315, -0.0682], [-0.1719, -0.0105, 0.0886], [-0.0004, 0.0040, 0.0055], [0.0258, -0.0360, -0.0117], [-0.0087, 0.0169, -0.0108], [0.0256, -0.0157, -0.0154], [0.0118, 0.0059, -0.0083], [-0.0115, 0.0048, -0.0208], [-0.0167, -0.0130, 0.0142], [0.0023, -0.2702, -0.0043], [-0.0901, 0.5159, 0.3731], [0.1574, -0.1132, -0.1414], [-0.0255, -0.0480, -0.0531], [0.0583, -0.1699, -0.0167], [-0.0428, 0.2242, -0.0107], [0.0291, -0.0666, 0.0458], [0.0089, -0.0067, -0.0106], [-0.1087, -0.0482, 0.0550], [0.1039, -0.0177, -0.0941], [-0.0213, 0.0352, 0.0893], [-0.0325, -0.2348, -0.3595], [-0.0417, 0.0316, 0.0152], [-0.0345, 0.0090, -0.0172], [-0.0055, 0.0763, -0.0186], [-0.0406, -0.1834, -0.1610], [-0.1638, -0.1391, 0.0369], [0.0492, -0.0103, 0.0088]],
  "lowdin_charge": [1.6428, -0.1051, -0.4164, -0.0471, -0.1284, -0.1315, -0.0522, -0.0940, -0.2457, -0.0764, 0.0570, -0.0822, -0.0936, -0.1395, -0.0870, -0.1369, -0.1147, -0.0281, -0.3878, -0.2526, 0.0598, 0.0931, 0.0854, 0.0795, 0.1112, 0.1143, 0.0961, 0.0784, 0.0892, 0.1098, -0.0341, -0.3923, -0.0708, -0.1005, -0.0803, -0.1349, -0.1166, -0.0259, -0.3790, -0.2200, 0.0756, 0.0818, 0.0743, 0.0910, 0.0781, 0.0898, 0.1040, 0.1676, -0.9088, 0.1622, 0.5060, -0.4696, -0.3665, -0.0382, -0.0827, -0.1473, 0.0118, -0.3013, 0.2467, 0.1041, 0.0879, 0.0972, 0.1201, -0.3137, 0.0870]
}